# 1
{"formula": "C34H63Cl2N5O8PSSbSi3Ti", "method": "ωB97M-V/def2-TZVPD", "symbols": ["Ti", "C", "Sb", "C", "C", "C", "C", "C", "C", "N", "Si", "C", "C", "C", "C", "C", "C", "C", "C", "C", "N", "Si", "C", "C", "C", "Si", "C", "C", "C", "H", "H", "H", "H", "H", "H", "H", "H", "H", "H", "H", "H", "H", "H", "H", "H", "H", "H", "H", "H", "H", "H", "H", "H", "H", "H", "H", "H", "H", "H", "H", "H", "H", "H", "H", "H", "H", "H", "O", "C", "O", "C", "O", "O", "C", "S", "C", "O", "H", "H", "H", "H", "H", "H", "C", "N", "C", "P", "O", "N", "C", "C", "N", "C", "C", "H", "H", "H", "H", "H", "H", "H", "H", "H", "H", "H", "H", "H", "H", "H", "H", "H", "H", "Cl", "C", "Cl", "C", "O", "O", "H"], "coordinates": [[-0.1302, 0.3389, -0.0979], [-3.5916, -2.8380, 1.7823], [-2.7571, -1.6954, 0.1517], [-0.8635, -1.2427, 1.0928], [-0.6930, -0.5114, 2.3663], [-1.0316, -0.8174, 3.6796], [-0.6083, 0.0464, 4.6780], [0.1339, 1.1812, 4.3621], [0.4355, 1.4210, 3.0333], [0.0319, 0.5785, 2.0889], [0.3243, -2.7388, 1.1432], [0.0323, -3.7705, 2.6968], [2.0700, -2.0933, 1.3451], [0.1151, -3.9132, -0.2942], [-4.0085, 0.1624, 0.2062], [-3.2591, 1.4560, 0.0349], [-3.9171, 2.5655, -0.5045], [-3.3504, 3.8225, -0.4754], [-2.1215, 3.9880, 0.1390], [-1.4889, 2.8535, 0.5943], [-1.9959, 1.6128, 0.4979], [-5.0407, 0.4614, 1.7995], [-6.3880, -0.8170, 2.0784], [-5.9185, 2.1268, 1.7742], [-3.9677, 0.5685, 3.3294], [-5.2030, -0.2183, -1.2671], [-5.7616, -2.0164, -1.1829], [-6.8299, 0.7397, -1.2878], [-4.3305, 0.1013, -2.8884], [-2.8610, -3.6187, 1.9892], [-4.5162, -3.3158, 1.4626], [-3.7678, -2.2648, 2.6893], [-1.5989, -1.7098, 3.9035], [-0.8511, -0.1668, 5.7119], [0.4993, 1.8536, 5.1247], [1.0462, 2.2623, 2.7256], [0.2599, -3.2201, 3.6111], [0.7196, -4.6207, 2.6528], [-0.9756, -4.1781, 2.7851], [2.1251, -1.5527, 2.2935], [2.4274, -1.4263, 0.5571], [2.7611, -2.9397, 1.4123], [-0.9267, -4.2110, -0.4383], [0.4865, -3.5199, -1.2389], [0.6776, -4.8223, -0.0618], [-4.9020, 2.4391, -0.9256], [-3.8766, 4.6645, -0.9064], [-1.6372, 4.9493, 0.2290], [-0.5054, 2.9298, 1.0362], [-7.2052, -0.7176, 1.3627], [-6.8037, -0.6275, 3.0725], [-6.0454, -1.8483, 2.0605], [-6.5046, 2.3324, 0.8807], [-5.2182, 2.9503, 1.9226], [-6.6058, 2.1266, 2.6261], [-3.6791, -0.4010, 3.7305], [-4.5362, 1.0911, 4.1038], [-3.0563, 1.1410, 3.1441], [-6.0957, -2.3193, -0.1894], [-4.9988, -2.7172, -1.5232], [-6.6184, -2.1230, -1.8541], [-7.4358, 0.6017, -0.3925], [-7.3958, 0.3277, -2.1288], [-6.7343, 1.8106, -1.4708], [-3.9010, -0.8160, -3.2961], [-3.5132, 0.8171, -2.7996], [-5.0375, 0.4897, -3.6253], [-1.2022, 0.1145, -3.8753], [-0.8538, -0.1332, -2.7610], [-1.2576, 0.4677, -1.6458], [0.2155, -1.1889, -2.4088], [0.5035, -2.1183, -3.1055], [0.7374, -0.8972, -1.2238], [3.6702, -0.4820, 4.4096], [3.6328, 0.8686, 3.2182], [5.3765, 0.7870, 2.7962], [3.4347, 2.1089, 4.0228], [4.3567, -0.2141, 5.2127], [3.9755, -1.4056, 3.9192], [2.6594, -0.5874, 4.8020], [5.5728, -0.1610, 2.2949], [5.9691, 0.8906, 3.7051], [5.5828, 1.6113, 2.1190], [6.5794, 0.1814, -1.2069], [5.7740, 0.3771, -2.3981], [6.5431, 0.4337, -3.6245], [4.1608, -0.0578, -2.3764], [3.6917, -0.0811, -0.9747], [3.5262, 1.0154, -3.4684], [3.8972, 2.4209, -3.4780], [2.2553, 0.7727, -4.1395], [3.8665, -1.5193, -3.0969], [3.6394, -2.7077, -2.2890], [4.1279, -1.7990, -4.4946], [7.2978, 1.0012, -1.1082], [7.1445, -0.7591, -1.2435], [5.9309, 0.1686, -0.3349], [7.2962, 1.2242, -3.5532], [5.8963, 0.6600, -4.4700], [7.0656, -0.5092, -3.8302], [4.7790, 2.5910, -2.8661], [3.0746, 3.0376, -3.1017], [4.1067, 2.7451, -4.5030], [2.0043, -0.2836, -4.1182], [2.3270, 1.0811, -5.1871], [1.4500, 1.3483, -3.6740], [3.3872, -2.4126, -1.2744], [4.5308, -3.3470, -2.2682], [2.8036, -3.2752, -2.7029], [4.2163, -0.8744, -5.0615], [3.3001, -2.3778, -4.9147], [5.0494, -2.3782, -4.6279], [1.8821, 4.6255, 1.0771], [2.5563, 3.6434, -0.2592], [4.0789, 2.9043, 0.2007], [1.4655, 2.6429, -0.6567], [0.8073, 2.8643, -1.6526], [1.2910, 1.6599, 0.1704], [2.7381, 4.3203, -1.0848]], "mulliken_charge": [-1.3566, -1.3877, 0.4218, 2.0847, -0.8530, -0.3966, -1.3222, -1.1086, -0.7621, 1.3206, 1.2659, -1.4145, 0.0639, -1.1027, 3.2711, -2.3283, -0.6149, -1.1871, -1.4759, -0.0744, 1.1565, 0.4454, -1.1539, -1.4073, -1.0205, 0.8480, -1.2795, -1.3637, -1.0553, 0.3146, 0.5318, 0.2920, 0.8731, 0.4815, 0.5135, 0.3623, 0.3507, 0.3991, 0.3341, -0.5875, -0.4905, 0.7060, 0.2970, 0.1350, 0.4807, 0.2416, 0.4970, 0.5001, 0.1540, 0.2892, 0.4557, 0.3420, 0.3271, 0.3539, 0.4232, 0.2544, 0.5578, 0.1537, 0.3585, 0.3211, 0.4640, 0.3129, 0.4739, 0.4487, 0.3268, 0.1199, 0.5308, -0.6346, 0.1224, -0.4569, -0.3874, -0.5999, 1.4431, -1.3475, 1.1377, -1.2537, -0.7239, 0.5187, 0.3585, 0.2068, 0.2967, 0.4912, 0.2931, -0.8914, 0.5276, -1.1153, 0.0841, -0.1610, 0.4593, -1.0419, -1.0223, 0.6889, -0.8994, -1.1499, 0.3261, 0.2679, 0.0505, 0.3493, 0.3191, 0.2690, 0.3217, 0.1920, 0.3461, 0.2391, 0.3421, 0.1583, -0.0295, 0.3113, 0.3137, 0.3340, 0.3245, 0.2729, -0.1682, -0.0861, -0.0865, -0.1022, -0.5772, -0.3232, 0.5794], "homo_lumo_gap_ev": 7.9, "e_tot_ev": -158574.3649}

***

# 2
{"formula": "C8H8O2", "method": "ωB97M-V/def2-TZVPD", "symbols": ["C", "C", "C", "C", "C", "C", "C", "C", "O", "O", "H", "H", "H", "H", "H", "H", "H", "H"], "coordinates": [[2.0771, 1.1373, 0.2369], [0.5875, -0.4336, -0.1498], [1.9095, -0.2031, 0.0129], [-0.0342, 0.8120, -0.0194], [-1.3951, 1.2243, 0.1261], [-2.6046, 0.6590, -0.0223], [-3.1887, -0.5754, 0.3141], [3.0094, -1.2416, 0.0339], [0.9234, 1.7895, 0.2843], [-4.2654, -0.9582, -0.4799], [3.0057, 1.8129, 0.3610], [-1.4499, 2.3613, 0.3311], [-3.4727, 1.3725, -0.3072], [0.1990, -1.3237, -0.5807], [3.8185, -1.0108, -0.5568], [3.2576, -1.7090, 0.9260], [2.4572, -2.1188, -0.4565], [-4.8344, -1.5946, -0.0538]], "mulliken_charge": [-0.4180, -0.4818, 0.7660, 0.3417, -0.1689, -0.1465, -0.4750, -1.2015, -0.3120, -0.3642, 0.3217, 0.2148, 0.2355, 0.3473, 0.3588, 0.3127, 0.2827, 0.3868], "homo_lumo_gap_ev": [6.9, 6.9], "e_tot_ev": -12515.4878}

***

# 3
{"formula": "C6H16NS", "method": "ωB97M-V/def2-TZVPD", "symbols": ["C", "C", "C", "C", "H", "H", "H", "H", "H", "H", "H", "H", "C", "C", "S", "N", "H", "H", "H", "H", "H", "H", "H", "H"], "coordinates": [[-0.8740, -1.4434, 2.2081], [0.3366, -2.3240, 1.8866], [1.0807, -1.7836, 0.6852], [2.2957, -1.2408, 0.7083], [-1.5761, -1.3718, 1.3786], [-1.3861, -1.8644, 3.0741], [-0.5497, -0.4261, 2.4635], [-0.0120, -3.3326, 1.6660], [0.9982, -2.3468, 2.7515], [0.5276, -1.9531, -0.2434], [2.7539, -0.7665, -0.1499], [2.8258, -1.3033, 1.6558], [0.5391, 1.5243, -0.8761], [-0.9155, 1.1587, -0.6865], [-1.8085, 1.1528, -2.2938], [1.2214, 1.5372, 0.4826], [0.6452, 2.5150, -1.3155], [1.0859, 0.8183, -1.4892], [-1.3944, 1.9353, -0.0846], [-1.0285, 0.1884, -0.2261], [-1.1125, 0.0983, -2.7658], [2.2367, 1.5812, 0.3925], [1.0150, 0.6488, 0.9680], [0.8830, 2.2984, 1.0710]], "mulliken_charge": [-1.0289, -0.2826, -0.1420, -0.9870, 0.2806, 0.3741, 0.2328, 0.2864, 0.3135, 0.3367, 0.4708, 0.2778, -0.4062, -0.6699, -0.1026, -0.1221, 0.3795, 0.3673, 0.3600, 0.1893, 0.1470, 0.4215, -0.0977, 0.4017], "total_charge": 1, "homo_lumo_gap_ev": 9.6, "e_tot_ev": -18799.6081}

***

# 4
{"formula": "C4H3N2O2S", "method": "ωB97M-V/def2-TZVPD", "symbols": ["C", "C", "C", "C", "N", "N", "O", "O", "S", "H", "H", "H"], "coordinates": [[1.0052, 3.0398, 1.0237], [-1.5991, 1.5471, 1.6034], [1.5137, 2.3662, -1.3586], [0.0264, -0.1675, 0.7221], [1.1665, 2.9465, -0.1434], [-0.8666, 0.7958, 1.1560], [0.8287, 3.2216, 2.1621], [1.0564, 2.7898, -2.3629], [2.6004, 1.0776, -1.1997], [0.6539, -0.7493, 1.5572], [0.7021, 0.1741, -0.0861], [-0.5311, -0.9710, 0.1130]], "mulliken_spin": [0.1826, 0.0001, 0.3990, -0.0149, -0.0676, 0.0027, 0.0769, 0.3570, 1.0598, 0.0009, 0.0138, -0.0103], "total_charge": -1, "s2": 2.012, "homo_lumo_gap_ev": [3.3, 6.8], "e_tot_ev": -22103.5237, "multiplicity": 3}

***

What did the third record say?
{"formula": "C6H16NS", "method": "ωB97M-V/def2-TZVPD", "symbols": ["C", "C", "C", "C", "H", "H", "H", "H", "H", "H", "H", "H", "C", "C", "S", "N", "H", "H", "H", "H", "H", "H", "H", "H"], "coordinates": [[-0.8740, -1.4434, 2.2081], [0.3366, -2.3240, 1.8866], [1.0807, -1.7836, 0.6852], [2.2957, -1.2408, 0.7083], [-1.5761, -1.3718, 1.3786], [-1.3861, -1.8644, 3.0741], [-0.5497, -0.4261, 2.4635], [-0.0120, -3.3326, 1.6660], [0.9982, -2.3468, 2.7515], [0.5276, -1.9531, -0.2434], [2.7539, -0.7665, -0.1499], [2.8258, -1.3033, 1.6558], [0.5391, 1.5243, -0.8761], [-0.9155, 1.1587, -0.6865], [-1.8085, 1.1528, -2.2938], [1.2214, 1.5372, 0.4826], [0.6452, 2.5150, -1.3155], [1.0859, 0.8183, -1.4892], [-1.3944, 1.9353, -0.0846], [-1.0285, 0.1884, -0.2261], [-1.1125, 0.0983, -2.7658], [2.2367, 1.5812, 0.3925], [1.0150, 0.6488, 0.9680], [0.8830, 2.2984, 1.0710]], "mulliken_charge": [-1.0289, -0.2826, -0.1420, -0.9870, 0.2806, 0.3741, 0.2328, 0.2864, 0.3135, 0.3367, 0.4708, 0.2778, -0.4062, -0.6699, -0.1026, -0.1221, 0.3795, 0.3673, 0.3600, 0.1893, 0.1470, 0.4215, -0.0977, 0.4017], "total_charge": 1, "homo_lumo_gap_ev": 9.6, "e_tot_ev": -18799.6081}